Below is a 2-piece molecular cluster, C7H10N2O overall in a non-equilibrium geometry, with properties calculated with the ωB97M-V functional and the def2-TZVPD basis.

CARTESIAN COORDINATES (ANGSTROEM)
C  0.23  -1.79  1.78
C  -0.24  -0.47  2.03
C  0.08  -2.10  0.40
C  -0.84  0.29  1.06
C  1.06  -0.88  -1.92
C  0.81  1.61  0.01
C  -1.45  1.91  -0.50
N  1.08  -1.79  -2.67
N  -0.52  1.30  0.37
O  -0.48  -1.31  -0.43
H  0.82  -2.35  2.54
H  -0.37  -0.18  3.11
H  0.78  -2.96  0.11
H  1.45  1.34  0.82
H  1.09  1.05  -0.85
H  0.82  2.70  -0.41
H  -1.72  2.96  -0.29
H  -1.02  1.84  -1.59
H  -2.41  1.40  -0.42
H  0.83  -2.59  -3.16

Values from the calculation:
HOMO energy	-7.48	eV
LUMO energy	0.665	eV
total energy	-457.276970	Eh
HOMO-LUMO gap	8.15	eV

These are the Löwdin partial charges, in e, on atoms 1 to 8: number 1, C, carries -0.10; number 2, C, carries -0.08; number 3, C, carries -0.30; number 4, C, carries -0.04; number 5, C, carries -0.01; number 6, C, carries -0.06; number 7, C, carries -0.07; number 8, N, carries 0.11